C32H34As2N3O12Ru | the ωB97M-V functional and the def2-TZVPD basis

⟨S²⟩: 8.80
Energy relative to the best compared isomer or geometry (same formula, charge and spin), kJ/mol: 159.87
Multiplicity: 6
LUMO level (spin up / spin down), eV: -0.67 / -2.16
DFT total energy, eV: -187030.1523

Geometry (Å):
Ru 0.611 1.571 0.608
C 1.455 5.509 2.678
C 1.440 4.024 2.377
O 0.392 3.523 1.941
C 2.643 3.319 2.637
C 2.889 1.963 2.483
C 4.190 1.404 2.989
N 2.042 1.070 1.961
N 2.361 -0.187 2.106
C 1.766 -1.140 1.409
O 0.942 -0.948 0.470
C 2.153 -2.507 1.817
C 1.351 -3.587 1.458
C 1.668 -4.863 1.885
C 2.811 -5.074 2.640
C 3.621 -4.006 2.993
C 3.293 -2.727 2.591
H 0.463 5.922 2.509
H 2.166 6.019 2.032
H 1.751 5.675 3.710
H 3.446 3.912 3.048
H 4.836 2.197 3.349
H 4.689 0.851 2.194
H 3.975 0.703 3.795
H 0.468 -3.412 0.851
H 1.016 -5.688 1.633
H 3.080 -6.071 2.954
H 4.515 -4.175 3.579
H 3.907 -1.890 2.874
O 2.753 2.532 -2.719
C 2.019 2.514 -1.749
O 2.208 1.847 -0.676
C 0.798 3.436 -1.714
C 0.672 4.466 -2.637
C -0.345 5.391 -2.467
C -1.166 5.268 -1.353
C -0.997 4.190 -0.500
N -0.054 3.280 -0.698
H 1.380 4.499 -3.452
H -0.481 6.203 -3.167
H -1.942 5.987 -1.145
H -1.617 4.052 0.375
C 1.952 -2.763 -2.228
O 1.512 -2.188 -3.445
C 0.310 -1.635 -3.543
O -0.073 -1.171 -4.587
C -0.487 -1.476 -2.282
C -1.183 -2.468 -1.720
As -2.085 -2.558 0.007
C -3.891 -2.094 -0.674
C -1.679 -0.782 0.640
C -1.823 0.217 -0.382
As -0.433 0.393 -1.695
C -1.298 1.182 -3.298
C -2.871 1.165 -0.176
O -3.787 1.039 0.621
O -2.825 2.214 -1.056
C -3.953 3.065 -1.015
C -1.297 -0.312 1.906
O -0.807 0.846 2.047
O -1.347 -0.993 3.069
C -1.923 -2.271 3.172
C -1.360 -3.715 -2.489
O -0.841 -3.990 -3.540
O -2.268 -4.502 -1.876
C -2.681 -5.663 -2.580
H 1.396 -3.679 -2.004
H 1.859 -2.068 -1.389
H 3.003 -3.006 -2.377
H -4.446 -3.001 -0.910
H -3.824 -1.468 -1.564
H -4.420 -1.537 0.098
H -2.196 0.629 -3.578
H -0.581 1.142 -4.121
H -1.554 2.220 -3.098
H -3.731 3.900 -1.674
H -4.135 3.416 0.004
H -4.845 2.533 -1.358
H -2.069 -2.429 4.242
H -1.242 -3.041 2.780
H -2.888 -2.337 2.646
H -3.493 -6.098 -2.002
H -1.853 -6.367 -2.658
H -3.014 -5.397 -3.585